# 1
Molecular formula: C36H30ClHgIN5O4
Method: DFT, ωB97M-V with the def2-TZVPD basis set

- Gap between HOMO and LUMO (spin up / spin down): 2.37 / 4.65 eV
- <S²>: 0.7660
- Total charge: -2
- Lowest unoccupied orbital energy (spin up / spin down): 3.94 / 3.94 eV
- Energy relative to the best compared isomer or geometry (same formula, charge and spin): 26.2 kcal per mole
- Multiplicity: 2

Positions of all 78 atoms, in Å:
Hg (-1.220, -0.885, 0.865)
Cl (4.657, -1.190, 5.005)
C (3.046, -0.905, 4.387)
C (2.155, -0.221, 5.186)
C (0.885, 0.012, 4.707)
I (-0.537, 1.011, 5.907)
C (0.412, -0.384, 3.448)
O (-0.760, -0.106, 3.059)
C (1.359, -1.155, 2.669)
N (0.904, -1.655, 1.503)
C (1.719, -2.368, 0.739)
C (3.039, -2.622, 1.080)
C (3.535, -2.142, 2.277)
C (2.684, -1.398, 3.124)
H (2.447, 0.117, 6.169)
H (1.302, -2.727, -0.191)
H (3.665, -3.198, 0.413)
H (4.560, -2.325, 2.571)
N (-0.547, 1.095, -4.645)
C (-0.682, -0.229, -5.028)
O (-0.578, -0.535, -6.224)
C (-0.976, -1.175, -3.969)
C (-0.852, -2.564, -4.216)
C (-1.082, -3.447, -3.190)
C (-1.438, -2.959, -1.936)
N (-1.604, -1.649, -1.695)
C (-1.384, -0.802, -2.674)
H (-0.142, 1.705, -5.335)
H (-0.303, 1.298, -3.691)
H (-0.571, -2.886, -5.209)
H (-0.989, -4.514, -3.345)
H (-1.625, -3.617, -1.100)
H (-1.576, 0.238, -2.440)
C (-4.299, -5.165, 2.751)
C (-2.821, -5.047, 2.361)
C (-1.945, -5.291, 3.597)
C (-2.504, -6.057, 1.249)
C (-2.539, -3.698, 1.856)
C (-2.305, -2.597, 1.419)
H (-4.519, -6.169, 3.119)
H (-4.932, -4.961, 1.890)
H (-4.538, -4.446, 3.530)
H (-2.129, -6.278, 4.028)
H (-2.161, -4.536, 4.353)
H (-0.890, -5.210, 3.341)
H (-2.725, -7.079, 1.565)
H (-1.453, -5.995, 0.968)
H (-3.102, -5.830, 0.367)
O (1.356, -0.330, -1.177)
C (0.897, 0.756, -0.881)
N (1.483, 1.944, -1.249)
C (0.669, 3.079, -0.909)
C (-0.482, 2.329, -0.144)
O (-1.436, 2.893, 0.361)
N (-0.252, 1.017, -0.189)
C (1.385, 4.097, -0.040)
C (2.748, 4.346, -0.205)
C (3.391, 5.285, 0.581)
C (2.693, 5.990, 1.548)
C (1.338, 5.751, 1.714)
C (0.688, 4.824, 0.922)
C (0.137, 3.795, -2.142)
C (-1.134, 4.364, -2.157)
C (-1.631, 4.956, -3.300)
C (-0.861, 5.019, -4.455)
C (0.421, 4.493, -4.437)
C (0.916, 3.886, -3.299)
H (2.324, 1.965, -1.797)
H (3.319, 3.806, -0.946)
H (4.449, 5.466, 0.446)
H (3.202, 6.718, 2.168)
H (0.787, 6.283, 2.479)
H (-0.364, 4.634, 1.067)
H (-1.745, 4.311, -1.268)
H (-2.633, 5.362, -3.302)
H (-1.257, 5.471, -5.354)
H (1.032, 4.549, -5.328)
H (1.919, 3.482, -3.319)

Atomic forces in eV per Å
0.57 0.20 0.68
0.37 -0.06 0.14
-0.31 0.15 0.08
0.24 -0.01 0.19
-0.33 0.36 0.42
0.20 -0.01 0.04
1.08 -0.35 0.19
-1.03 0.24 -0.65
0.07 0.50 1.20
-1.07 0.48 -0.39
1.43 -0.95 -0.51
-1.13 -0.32 -0.97
1.01 0.11 0.67
-0.35 0.09 0.01
0.04 0.03 0.06
0.05 -0.07 -0.19
0.00 -0.06 -0.11
-0.04 0.01 0.02
0.02 -0.83 -0.07
0.38 1.62 -1.77
-0.13 -0.04 1.13
-0.38 -1.91 1.21
0.01 1.37 -0.10
-0.11 -0.23 0.39
-0.07 0.72 -0.25
-0.04 -1.04 -0.17
0.25 0.23 -1.11
-0.08 0.00 -0.02
0.03 0.11 0.10
0.04 -0.02 -0.02
0.02 -0.02 0.02
0.01 -0.05 0.23
0.07 0.11 0.10
0.09 0.01 -0.03
0.07 -0.02 0.08
-0.02 -0.06 -0.05
0.00 0.02 0.10
-0.30 -0.25 -0.07
-0.12 0.45 -0.36
-0.01 -0.11 0.04
-0.08 0.03 -0.07
-0.04 0.07 0.06
-0.04 -0.10 -0.02
0.03 0.02 0.03
0.04 0.03 -0.01
-0.01 -0.07 0.07
0.08 0.00 0.00
-0.04 -0.01 -0.06
-0.18 0.11 -0.29
0.50 -0.50 -0.19
0.29 0.64 -0.26
0.13 -0.10 0.10
-0.08 0.07 0.04
-0.21 0.24 0.02
-0.69 -0.96 0.24
0.15 0.20 0.35
-0.30 -0.07 -0.04
0.16 0.13 0.04
-0.07 0.03 0.01
0.23 0.18 0.06
-0.06 -0.05 -0.07
-0.20 0.01 -0.37
0.07 -0.07 0.18
0.02 0.15 -0.43
-0.09 0.01 0.16
-0.05 0.13 -0.30
-0.09 -0.05 0.39
-0.10 -0.14 0.10
0.03 -0.11 -0.03
0.05 -0.03 -0.02
0.02 -0.01 0.02
-0.05 0.01 0.02
-0.05 -0.06 -0.01
0.01 -0.07 0.09
-0.06 0.03 0.04
-0.01 0.03 -0.05
0.08 -0.01 -0.04
0.05 -0.08 0.02

---

# 2
Molecular formula: C29H25FO5S
Method: DFT, ωB97M-V with the def2-TZVPD basis set

- Gap between HOMO and LUMO: 3.02 eV
- Total charge: 0
- Lowest unoccupied orbital energy: -2.95 eV
- Energy relative to the best compared isomer or geometry (same formula, charge and spin): 29.3 kcal per mole

Positions of all 61 atoms, in Å:
C (7.743, -3.422, 2.851)
C (6.884, -4.060, 1.953)
C (6.064, -3.310, 1.106)
C (6.143, -1.919, 1.165)
O (5.293, -1.099, 0.411)
C (3.932, -1.110, 0.707)
C (3.396, 0.018, 1.345)
C (2.047, 0.056, 1.624)
C (1.154, -0.959, 1.156)
C (-0.245, -0.774, 1.328)
C (-1.216, -1.764, 1.610)
C (-2.484, -1.338, 2.118)
C (-3.556, -2.209, 2.213)
C (-3.426, -3.536, 1.771)
C (-2.167, -4.012, 1.379)
C (-1.056, -3.175, 1.421)
C (1.743, -2.074, 0.500)
C (3.117, -2.188, 0.352)
C (7.058, -1.269, 1.996)
C (7.814, -2.026, 2.885)
H (8.364, -4.013, 3.522)
H (6.838, -5.148, 1.902)
H (5.375, -3.780, 0.408)
H (4.075, 0.830, 1.609)
H (1.636, 0.901, 2.178)
H (-0.578, 0.264, 1.369)
H (-2.592, -0.290, 2.395)
H (-4.513, -1.864, 2.608)
H (-4.281, -4.209, 1.785)
H (-2.053, -5.046, 1.044)
H (-0.069, -3.596, 1.263)
H (1.109, -2.820, 0.032)
H (3.563, -3.076, -0.093)
H (7.104, -0.182, 1.959)
H (8.460, -1.513, 3.597)
C (-5.131, 3.982, 1.826)
C (-3.740, 3.420, 1.802)
O (-3.621, 2.825, 0.482)
C (-2.429, 2.234, 0.232)
C (-2.357, 1.855, -1.167)
F (-1.136, 1.700, -1.670)
S (-3.550, 2.735, -2.370)
C (-2.956, 2.603, -4.073)
C (-2.606, 3.759, -4.766)
C (-2.013, 3.666, -6.029)
C (-1.846, 2.415, -6.631)
C (-2.300, 1.265, -5.975)
C (-2.884, 1.366, -4.708)
O (-4.828, 2.062, -2.303)
O (-3.375, 4.132, -2.040)
O (-1.539, 2.051, 1.063)
H (-5.298, 4.478, 2.781)
H (-5.281, 4.703, 1.019)
H (-5.868, 3.186, 1.694)
H (-2.992, 4.216, 1.930)
H (-3.606, 2.652, 2.580)
H (-2.786, 4.732, -4.323)
H (-1.682, 4.572, -6.541)
H (-1.379, 2.336, -7.617)
H (-2.198, 0.285, -6.448)
H (-3.277, 0.483, -4.216)

Atomic forces in eV per Å
-0.11 0.03 -0.04
0.02 0.17 -0.06
0.17 0.31 0.15
-0.13 -0.01 0.25
-0.54 -0.11 0.03
0.51 -0.09 0.28
0.27 -0.44 -0.06
-0.60 0.28 -0.51
1.24 -0.20 -0.50
0.01 -0.16 0.87
-0.83 -0.71 0.27
0.12 0.18 -0.59
-0.01 -0.27 0.04
0.33 0.44 0.12
0.28 0.13 0.14
-0.25 0.22 -0.36
-0.01 0.16 0.23
-0.02 0.27 -0.15
-0.48 -0.24 0.02
0.13 -0.08 -0.26
-0.18 0.13 -0.14
0.06 0.28 0.08
0.28 0.01 0.24
-0.29 -0.24 0.04
0.04 -0.17 -0.28
-0.18 0.10 0.14
-0.04 -0.16 -0.18
0.31 -0.04 -0.16
0.16 0.19 -0.06
0.01 0.31 0.34
-0.31 0.05 -0.10
0.18 0.13 0.11
-0.28 0.37 -0.10
-0.01 -0.24 0.13
-0.06 -0.23 -0.22
-0.31 0.15 0.08
-0.18 -0.26 -0.62
0.42 0.02 1.48
-0.19 -0.09 -2.54
-2.06 0.40 0.23
1.43 -0.24 -0.68
1.24 -0.55 1.59
0.05 -0.31 -0.11
0.41 0.06 -0.03
-0.24 -0.26 -0.02
-0.05 -0.03 0.21
-0.13 0.20 0.05
0.33 -0.08 -0.12
0.29 0.44 -0.13
-0.76 0.35 -0.44
-0.02 -0.04 0.52
-0.16 0.06 0.07
0.11 -0.06 0.10
0.04 0.06 0.07
-0.05 -0.38 -0.08
0.12 0.23 -0.25
0.19 -0.15 0.17
-0.19 -0.29 0.15
-0.14 0.03 0.37
-0.08 0.34 0.14
0.16 0.04 0.07